1.
Density functional theory data (ωB97M-V/def2-TZVPD) for a single C2H2BrClO molecule in a non-equilibrium geometry.

CARTESIAN COORDINATES (ANGSTROEM)
C: 0.820 0.060 0.619
C: -0.415 -0.102 -0.488
O: 1.277 -0.878 1.173
Cl: -1.138 -1.689 -0.562
Br: -1.660 1.342 -0.079
H: 1.088 1.107 0.790
H: 0.029 0.160 -1.454

⟨S²⟩: 2.008
LUMO (spin up / spin down), eV: 0.630 / -3.226
Strongest force on any atom, eV Å⁻¹: 7.749
Energy above the lowest of the compared OMol25 structures with the same formula, charge and spin, kJ/mol: 7.4
Total charge: 0
Spin multiplicity: 3

2.
Density functional theory data (ωB97M-V/def2-TZVPD) for 2 unconnected molecules or ions with the total composition C4H11IN in a non-equilibrium geometry.

CARTESIAN COORDINATES (ANGSTROEM)
C: -0.405 1.578 -0.789
C: 1.142 -0.322 0.919
C: 0.084 -1.364 -0.947
C: -0.978 0.631 0.122
N: -0.178 -0.668 0.329
I: -2.980 -0.035 0.007
H: -1.013 2.399 -0.805
H: -0.377 1.224 -1.757
H: 0.442 2.053 -0.369
H: 0.912 -0.080 1.980
H: 1.639 -1.215 1.123
H: 1.780 0.329 0.403
H: 0.672 -2.228 -0.824
H: -0.907 -1.684 -1.564
H: 0.813 -0.892 -1.506
H: -0.103 1.643 2.668
H: -0.542 -1.367 1.009

⟨S²⟩: 2.006
LUMO (spin up / spin down), eV: -3.451 / -5.504
Strongest force on any atom, eV Å⁻¹: 4.172
Energy above the lowest of the compared OMol25 structures with the same formula, charge and spin, kJ/mol: 202.1
Total charge: +1
Spin multiplicity: 3

3.
Density functional theory data (ωB97M-V/def2-TZVPD) for 2 unconnected molecules or ions with the total composition C3H6O4 in a non-equilibrium geometry.

CARTESIAN COORDINATES (ANGSTROEM)
C: -2.952 0.635 -0.086
C: 0.659 -0.115 -0.093
C: 2.198 -0.581 0.113
O: -2.745 -0.473 -0.489
O: -0.054 -1.192 -0.445
O: 3.063 0.362 -0.497
O: 0.291 1.042 0.043
H: -1.936 1.144 0.131
H: 2.531 -0.806 1.178
H: 2.400 -1.616 -0.373
H: 2.457 0.819 -1.080
H: -0.997 -1.062 -0.513
H: -3.928 1.036 0.065

LUMO, eV: 0.481
Strongest force on any atom, eV Å⁻¹: 3.910
SMILES string: O=C(O)CO.C=O
Energy above the lowest of the compared OMol25 structures with the same formula, charge and spin, kJ/mol: 176.4
Total charge: 0

4.
Density functional theory data (ωB97M-V/def2-TZVPD) for 12 unconnected molecules or ions with the total composition C38H88N4O22P2S5 in a non-equilibrium geometry.

CARTESIAN COORDINATES (ANGSTROEM)
N: 10.713 -6.376 20.157
H: 10.016 -6.282 19.432
H: 10.636 -5.753 20.948
H: 11.675 -6.390 19.850
H: 10.600 -7.309 20.525
N: 14.624 1.922 20.669
H: 15.210 2.388 21.346
H: 15.040 2.037 19.756
H: 13.659 2.221 20.659
H: 14.624 0.918 20.781
N: 9.426 -2.438 18.200
H: 8.626 -3.012 18.427
H: 9.415 -2.327 17.196
H: 10.250 -2.782 18.671
H: 9.401 -1.501 18.575
N: 17.449 -0.624 22.548
H: 18.346 -0.941 22.211
H: 17.138 0.288 22.243
H: 17.535 -0.706 23.551
H: 16.777 -1.337 22.303
C: 13.390 -2.139 20.129
C: 13.012 -3.412 19.878
C: 13.885 -4.576 20.195
O: 13.541 -5.819 19.930
C: 15.040 -4.448 20.875
C: 15.583 -3.146 21.198
C: 14.670 -1.825 20.757
O: 15.075 -0.709 21.109
O: 16.664 -2.916 21.747
O: 11.789 -3.487 19.375
H: 12.714 -1.329 19.894
H: 15.681 -5.292 21.082
C: 12.357 -7.154 15.225
C: 11.155 -6.842 14.207
C: 9.871 -6.695 15.021
S: 10.379 -5.686 16.480
O: 9.854 -6.366 17.688
O: 10.204 -4.235 16.307
C: 12.170 -6.094 16.288
H: 13.336 -7.120 14.746
H: 12.205 -8.202 15.484
H: 11.168 -7.533 13.364
H: 11.338 -5.905 13.681
H: 9.538 -7.677 15.358
H: 9.131 -6.173 14.414
H: 12.561 -6.454 17.240
H: 12.658 -5.137 16.099
C: 14.684 -6.317 23.881
C: 15.071 -7.577 23.041
C: 13.984 -8.617 23.593
S: 12.354 -7.674 23.604
O: 11.653 -8.013 24.854
O: 11.751 -8.018 22.293
C: 13.170 -6.087 23.674
H: 15.245 -5.417 23.630
H: 14.996 -6.518 24.906
H: 16.088 -7.938 23.198
H: 14.884 -7.365 21.988
H: 14.253 -8.795 24.635
H: 13.817 -9.546 23.048
H: 12.744 -5.486 24.478
H: 12.909 -5.631 22.719
C: 12.089 -0.827 15.684
C: 13.382 -1.335 16.468
C: 14.068 -0.097 17.158
S: 13.196 1.427 16.674
O: 13.614 1.998 15.415
O: 12.988 2.303 17.804
C: 11.645 0.468 16.464
H: 11.238 -1.478 15.487
H: 12.460 -0.503 14.712
H: 13.986 -1.833 15.709
H: 13.159 -2.113 17.199
H: 15.070 0.117 16.786
H: 14.157 -0.149 18.243
H: 10.851 1.030 15.973
H: 11.365 0.228 17.490
C: 8.992 0.322 23.032
C: 8.151 1.256 22.114
C: 9.091 1.946 21.168
S: 10.235 0.604 20.564
O: 11.564 1.176 20.253
O: 9.634 -0.281 19.580
C: 10.125 -0.269 22.131
H: 8.334 -0.491 23.338
H: 9.396 0.888 23.872
H: 7.700 2.050 22.710
H: 7.427 0.742 21.482
H: 9.729 2.596 21.766
H: 8.645 2.578 20.400
H: 11.052 -0.117 22.684
H: 10.036 -1.337 21.931
C: 20.187 -4.933 18.878
C: 21.429 -4.305 19.355
C: 21.264 -4.376 20.860
S: 19.524 -4.062 21.276
O: 19.393 -2.622 21.475
O: 19.048 -4.956 22.320
C: 18.870 -4.480 19.631
H: 20.240 -6.020 18.924
H: 20.108 -4.711 17.813
H: 21.604 -3.299 18.973
H: 22.266 -4.869 18.945
H: 21.964 -3.819 21.484
H: 21.396 -5.400 21.211
H: 18.434 -3.604 19.151
H: 18.059 -5.142 19.934
C: 19.569 -13.417 23.120
C: 19.792 -12.470 21.889
O: 18.908 -11.378 21.903
P: 19.248 -10.067 22.804
O: 20.657 -9.657 22.668
O: 18.106 -9.028 22.411
C: 18.378 -7.944 21.642
C: 18.594 -8.308 20.118
O: 18.805 -10.563 24.310
C: 18.617 -9.683 25.407
C: 17.181 -9.917 25.934
H: 18.495 -13.606 23.125
H: 20.212 -14.297 23.105
H: 19.684 -12.822 24.025
H: 20.767 -11.999 21.768
H: 19.539 -12.884 20.913
H: 17.541 -7.253 21.745
H: 19.220 -7.423 22.099
H: 19.609 -8.145 19.757
H: 18.565 -9.373 19.886
H: 17.882 -7.821 19.453
H: 19.241 -10.086 26.205
H: 19.002 -8.692 25.169
H: 17.046 -10.994 26.028
H: 16.964 -9.568 26.944
H: 16.367 -9.721 25.236
C: 17.458 -0.871 29.731
C: 17.377 -1.479 28.384
O: 18.585 -1.386 27.645
P: 18.613 -1.809 26.104
O: 17.867 -0.982 25.132
O: 20.130 -1.900 25.647
C: 20.993 -0.791 25.920
C: 20.986 -0.063 24.520
O: 18.213 -3.358 26.250
C: 17.653 -4.068 25.150
C: 17.827 -5.559 25.297
H: 18.204 -1.316 30.389
H: 17.611 0.208 29.762
H: 16.440 -0.978 30.106
H: 17.050 -2.518 28.340
H: 16.559 -1.109 27.767
H: 20.519 -0.191 26.697
H: 21.889 -1.332 26.225
H: 20.037 0.443 24.338
H: 21.744 0.714 24.421
H: 21.106 -0.796 23.723
H: 16.586 -3.846 25.161
H: 18.113 -3.813 24.195
H: 17.051 -5.925 25.969
H: 17.805 -6.064 24.331
H: 18.757 -5.837 25.793

⟨S²⟩: 0.774
LUMO (spin up / spin down), eV: -2.087 / -2.105
Strongest force on any atom, eV Å⁻¹: 5.993
Total charge: +1
Spin multiplicity: 2

5.
Density functional theory data (ωB97M-V/def2-TZVPD) for a molecular structure, C3H6AsF7O3Rb in a non-equilibrium geometry.

CARTESIAN COORDINATES (ANGSTROEM)
Rb: -2.668 0.605 -5.187
As: -2.777 -4.864 -1.613
F: -1.511 -5.808 -0.763
F: -2.917 -6.038 -2.992
F: -3.940 -3.883 -2.538
F: -2.926 -3.587 -0.303
F: -1.465 -3.894 -2.392
F: -4.103 -5.737 -0.782
F: -2.355 -1.679 -9.449
C: 2.644 4.827 2.767
O: 3.166 3.615 3.232
C: 2.590 2.406 2.923
O: 2.642 1.424 3.723
O: 1.973 2.466 1.700
C: 1.195 1.363 1.069
H: 3.252 5.648 3.147
H: 1.600 4.932 3.060
H: 2.779 4.961 1.694
H: 0.678 1.662 0.157
H: 0.332 1.093 1.677
H: 1.811 0.486 0.869

LUMO, eV: -0.035
Strongest force on any atom, eV Å⁻¹: 5.378
Energy above the lowest of the compared OMol25 structures with the same formula, charge and spin, kJ/mol: 385.0
Total charge: -1

6.
Density functional theory data (ωB97M-V/def2-TZVPD) for 2 unconnected molecules or ions with the total composition C2H5NO2 in a non-equilibrium geometry.

CARTESIAN COORDINATES (ANGSTROEM)
O: -0.410 -0.133 -1.816
C: -0.075 -1.241 -1.470
H: -0.292 -2.336 -2.047
H: 0.325 -1.501 -0.460
C: 0.167 0.254 1.434
N: 1.076 1.020 0.813
O: -1.012 0.157 1.040
H: 0.521 -0.517 2.147
H: 1.968 1.402 1.130
H: 0.777 1.544 -0.041

LUMO, eV: 0.896
Strongest force on any atom, eV Å⁻¹: 3.198
SMILES string: NC=O.C=O
Energy above the lowest of the compared OMol25 structures with the same formula, charge and spin, kJ/mol: 195.5
Total charge: 0

7.
Density functional theory data (ωB97M-V/def2-TZVPD) for 4 unconnected molecules or ions with the total composition C28H36BrF9N5O7S in a non-equilibrium geometry.

CARTESIAN COORDINATES (ANGSTROEM)
C: -1.699 2.428 -5.084
C: -1.756 2.238 -3.902
N: -1.694 1.852 -2.590
C: -2.336 0.939 -1.787
N: -3.336 0.151 -2.194
Br: -4.152 0.120 -3.850
C: -3.896 -0.798 -1.231
C: -3.845 -2.232 -1.425
C: -4.504 -2.891 -0.378
C: -5.114 -2.182 0.655
N: -5.174 -0.870 0.884
C: -4.536 -0.263 -0.124
N: -1.773 1.015 -0.560
C: -0.820 1.991 -0.548
C: 0.019 2.453 0.641
S: 1.638 1.615 0.848
C: 2.906 2.734 0.126
C: 3.506 2.184 -1.209
N: -0.793 2.469 -1.804
C: 0.160 3.557 -2.078
O: -0.193 4.741 -1.411
C: -1.387 5.314 -1.980
C: -2.579 5.094 -0.992
C: -3.916 4.950 -1.816
H: -1.634 2.468 -6.160
H: -3.387 -2.744 -2.274
H: -4.577 -3.982 -0.391
H: -5.643 -2.792 1.405
H: -4.548 0.839 -0.070
H: -0.568 2.198 1.544
H: 0.125 3.551 0.673
H: 3.697 2.889 0.876
H: 2.407 3.701 -0.073
H: 3.312 2.901 -2.028
H: 4.593 2.010 -1.158
H: 3.039 1.223 -1.485
H: 0.319 3.762 -3.150
H: 1.141 3.269 -1.665
H: -1.262 6.407 -2.087
H: -1.615 4.931 -2.993
H: -2.470 4.159 -0.411
H: -2.638 5.910 -0.252
H: -4.640 4.366 -1.223
H: -3.697 4.462 -2.781
H: -4.298 5.969 -1.994
C: -4.393 -0.902 4.880
C: -3.426 -0.789 3.720
O: -2.084 -0.631 4.194
C: -1.429 -1.740 4.524
O: -1.861 -2.852 4.463
C: -0.012 -1.366 4.947
F: 0.011 -0.294 5.751
F: 0.731 -1.066 3.868
F: 0.609 -2.349 5.598
H: -4.285 -0.049 5.551
H: -5.421 -0.942 4.520
H: -4.196 -1.800 5.468
H: -3.655 0.101 3.136
H: -3.504 -1.645 3.049
C: 3.170 -2.370 1.683
C: 3.783 -1.690 2.882
O: 5.114 -2.176 3.128
C: 6.077 -1.610 2.408
O: 5.916 -0.750 1.591
C: 7.440 -2.185 2.808
F: 7.404 -3.517 2.942
F: 7.850 -1.680 3.982
F: 8.381 -1.905 1.905
H: 3.199 -3.454 1.809
H: 2.135 -2.059 1.542
H: 3.726 -2.134 0.776
H: 3.201 -1.922 3.772
H: 3.781 -0.605 2.769
C: 3.854 -4.336 -3.530
C: 3.119 -3.036 -3.776
O: 1.726 -3.160 -3.424
C: 1.431 -2.994 -2.139
O: 2.213 -2.753 -1.274
C: -0.083 -3.097 -1.929
F: -0.625 -4.114 -2.612
F: -0.691 -1.963 -2.348
F: -0.426 -3.271 -0.655
H: 3.366 -5.156 -4.057
H: 4.887 -4.262 -3.870
H: 3.856 -4.591 -2.470
H: 3.146 -2.788 -4.836
H: 3.579 -2.206 -3.238

LUMO, eV: -3.572
Strongest force on any atom, eV Å⁻¹: 4.002
Total charge: +1

8.
Density functional theory data (ωB97M-V/def2-TZVPD) for a single C3H4N2O2 molecule in a non-equilibrium geometry.

CARTESIAN COORDINATES (ANGSTROEM)
C: 1.372 -0.047 -1.094
C: -0.105 0.570 -0.520
C: -0.545 0.154 0.904
N: -0.777 1.389 -1.175
N: -0.413 -1.166 1.045
O: 1.687 -1.154 -0.723
O: -1.031 1.029 1.638
H: 1.927 0.644 -1.584
H: -1.583 1.837 -0.611
H: -0.051 -1.583 0.151
H: -0.482 -1.673 1.968

LUMO, eV: -0.327
Strongest force on any atom, eV Å⁻¹: 6.595
SMILES string: [H]/N=C(/C=O)C(N)=O
Energy above the lowest of the compared OMol25 structures with the same formula, charge and spin, kJ/mol: 269.7
Total charge: 0